C3H11NS2 | ωB97M-V/def2-TZVPD

Geometry as ORCA input:
```
! RIJCOSX wB97M-V def2-TZVPD def2/J DEFGRID3
* xyz 0 1
C -2.330 -0.441 1.583
S -2.805 0.612 0.191
S -2.068 -0.675 -1.295
H -1.285 -0.273 1.816
H -2.974 -0.252 2.442
H -2.485 -1.487 1.342
H -1.823 0.313 -2.162
C 1.813 -0.099 -1.526
N 1.112 -0.369 -0.279
C 1.347 0.725 0.683
H 1.325 -0.609 -2.360
H 2.885 -0.308 -1.551
H 1.659 0.954 -1.790
H 1.547 -1.180 0.150
H 1.014 0.445 1.679
H 2.381 1.084 0.662
H 0.687 1.560 0.413
*
```

Output
SMILES = CNC.CSS
maximum force = 1.31 eV/A
LUMO = 0.02217 Ha



C23H72F2N9O17S2 | ωB97M-V/def2-TZVPD

Geometry as ORCA input:
```
! RIJCOSX wB97M-V def2-TZVPD def2/J DEFGRID3
* xyz -1 1
N -0.885 0.327 0.325
S -0.781 1.446 1.290
O -0.363 2.754 0.736
O -0.526 1.189 2.709
F -2.384 1.735 1.395
S 0.819 0.335 0.093
O 1.727 0.067 1.224
O 1.239 1.157 -1.071
F 0.950 -1.102 -0.649
C 4.960 -0.620 -9.753
C 3.593 -0.556 -8.998
O 2.966 -1.787 -9.153
H 5.497 -1.555 -9.597
H 5.670 0.183 -9.554
H 4.730 -0.640 -10.818
H 2.930 0.224 -9.373
H 3.767 -0.381 -7.937
H 2.356 -1.778 -9.894
C -7.530 -4.425 2.142
C -6.783 -3.169 1.864
O -6.069 -3.333 0.641
H -8.102 -4.704 1.257
H -8.122 -4.331 3.052
H -6.794 -5.198 2.363
H -5.974 -3.032 2.581
H -7.330 -2.226 1.872
H -5.283 -2.796 0.765
C 5.722 -1.265 8.717
C 6.712 -0.917 7.599
O 7.106 0.404 7.654
H 4.689 -1.143 8.392
H 5.725 -0.504 9.498
H 5.831 -2.273 9.115
H 6.319 -1.158 6.612
H 7.637 -1.462 7.791
H 6.274 0.875 7.564
C -2.057 6.161 8.414
C -0.971 7.041 7.768
O -1.423 8.319 7.659
H -2.938 5.969 7.802
H -2.409 6.577 9.358
H -1.683 5.148 8.564
H -0.791 6.531 6.822
H -0.061 7.028 8.368
H -0.687 8.869 7.381
C 2.418 -6.115 2.212
C 0.916 -5.834 2.302
O 0.178 -6.333 1.203
H 2.680 -7.174 2.209
H 3.016 -5.748 3.046
H 2.835 -5.692 1.298
H 0.644 -4.779 2.262
H 0.493 -6.308 3.188
H 0.283 -5.768 0.435
C -8.994 5.818 2.011
C -9.645 4.569 1.373
O -8.964 4.318 0.156
H -9.521 6.121 2.915
H -8.760 6.612 1.301
H -8.053 5.439 2.410
H -10.644 4.924 1.119
H -9.630 3.746 2.087
H -9.155 3.385 0.030
C -2.132 -3.501 8.837
C -1.385 -4.306 9.856
O -1.952 -5.583 9.984
H -2.980 -2.967 9.266
H -2.370 -4.056 7.929
H -1.413 -2.749 8.514
H -1.449 -3.822 10.831
H -0.328 -4.533 9.713
H -1.564 -6.058 10.722
C 4.990 -6.218 -5.360
C 5.656 -6.750 -6.635
O 4.713 -6.671 -7.740
H 5.616 -6.323 -4.475
H 4.162 -6.842 -5.024
H 4.621 -5.192 -5.395
H 5.880 -7.815 -6.577
H 6.512 -6.113 -6.860
H 4.324 -5.799 -7.641
C -3.897 0.891 -5.581
O -4.619 0.969 -6.574
N -4.158 1.224 -4.331
N -2.650 0.428 -5.681
H -5.068 1.558 -4.049
H -3.517 0.874 -3.633
H -2.102 0.426 -6.529
H -2.154 0.309 -4.809
C 7.849 5.937 -3.414
O 7.699 6.548 -2.393
N 8.990 5.852 -3.968
N 6.943 5.112 -3.905
H 9.023 5.291 -4.808
H 9.722 6.416 -3.563
H 7.220 4.586 -4.721
H 5.994 5.099 -3.561
C 4.914 5.311 3.323
O 4.541 4.843 4.357
N 5.388 4.589 2.311
N 4.863 6.583 2.969
H 5.829 5.160 1.605
H 5.355 3.585 2.207
H 5.228 6.936 2.095
H 4.611 7.244 3.690
C 0.561 7.952 -3.601
O 0.677 8.716 -4.452
N 0.032 6.779 -3.751
N 1.023 8.173 -2.356
H -0.202 6.452 -4.677
H 0.183 6.103 -3.016
H 1.538 8.981 -2.034
H 0.960 7.386 -1.727
C -3.717 -5.894 -5.589
C -5.233 -5.931 -5.515
C -5.906 -6.587 -6.785
O -5.598 -6.566 -4.384
H -3.287 -6.874 -5.378
H -3.310 -5.250 -4.809
H -3.199 -5.599 -6.502
H -5.478 -4.869 -5.548
H -5.486 -6.184 -7.706
H -6.976 -6.796 -6.801
H -5.506 -7.598 -6.872
H -5.348 -6.035 -3.625
*
```

Output
maximum force = 11.31 eV/A
LUMO = 0.05885 Ha



What is the maximum force in the second record?
11.31 eV/A



Which of these has the highest LUMO?
C23H72F2N9O17S2



Which of these has the lowest LUMO?
C3H11NS2



The highest LUMO belongs to which entry?
C23H72F2N9O17S2